Record 1
Formula: C52H129O31P5S2
Source: the OMol25 dataset
Level of theory: ωB97M-V/def2-TZVPD

- Energy: -187609.301 eV
- Total charge: 0

Each line ends with the Löwdin charge.
Element x y z (Å)
1 O -4.035 -3.976 3.501  -0.211
2 C -0.127 -4.905 5.528  -0.088
3 H -2.879 1.572 3.120  0.049
4 H 6.646 0.937 -6.057  0.072
5 H 0.539 3.915 0.400  0.085
6 C 1.981 5.255 -1.838  -0.212
7 O 0.724 7.217 1.166  -0.162
8 C -5.541 -5.879 3.637  -0.052
9 C 0.999 -6.770 2.409  -0.066
10 C -5.246 2.928 2.787  -0.221
11 H 1.355 -0.712 -7.184  0.031
12 H 5.291 3.821 0.265  0.081
13 C 7.425 -0.650 -4.089  -0.181
14 O 1.673 -2.919 0.134  -0.236
15 O 1.769 5.014 1.557  -0.168
16 H -0.247 -0.902 -0.764  0.090
17 C 2.165 6.304 -2.943  -0.071
18 C -1.265 1.898 -6.614  -0.269
19 H -2.269 -4.633 5.450  0.136
20 H -4.563 -5.100 1.881  0.111
21 H 1.172 2.999 1.793  0.122
22 O -2.376 0.438 7.796  -0.143
23 H -4.102 -3.164 0.470  0.107
24 H -1.368 -3.012 -0.603  0.073
25 H -1.326 -3.064 5.668  0.104
26 H 1.262 6.882 -3.196  0.075
27 H -3.662 0.493 4.311  0.071
28 C -0.448 4.331 2.192  -0.071
29 C 0.026 -2.743 -3.184  -0.068
30 H -2.304 1.246 -8.471  0.074
31 H -4.842 4.294 1.160  0.125
32 H -0.901 -3.691 -8.365  0.091
33 H -4.113 -2.742 5.791  0.096
34 C -1.775 2.917 -2.216  -0.213
35 C 6.536 1.871 -0.791  -0.192
36 C -4.926 -2.023 6.068  -0.157
37 H -0.582 2.766 -6.451  0.117
38 H -3.448 -5.978 3.008  0.120
39 O -4.057 -0.999 8.880  -0.154
40 H -0.153 1.841 7.974  0.090
41 H 1.184 -7.553 1.648  0.094
42 H 3.084 -0.791 -8.025  0.064
43 H 0.867 -4.508 5.278  0.086
44 H 2.348 2.751 -0.751  0.124
45 H 0.065 -6.952 2.964  0.073
46 C -4.592 3.233 1.370  -0.150
47 H -5.338 -2.322 7.028  0.099
48 O -5.027 2.363 0.301  -0.147
49 C 3.075 -2.089 2.480  -0.228
50 C -5.862 -1.745 4.886  -0.055
51 H -1.443 0.430 -0.462  0.125
52 H -5.009 3.771 3.442  0.120
53 H 4.452 -0.806 1.428  0.060
54 H 0.166 -5.560 0.946  0.113
55 H 0.950 -3.152 -3.566  0.065
56 H 3.165 -2.347 -2.026  0.057
57 H 1.902 -0.160 -1.424  0.097
58 C 4.055 -2.100 -1.507  -0.064
59 S -1.829 3.961 -3.759  0.805
60 C -1.871 -3.680 -7.831  -0.074
61 H 0.723 -0.889 -3.822  0.085
62 H 9.222 -0.973 -2.770  0.123
63 H -2.761 -3.639 -1.371  0.089
64 H -1.307 9.193 0.783  0.063
65 C -0.206 -1.427 -3.842  -0.216
66 C 2.640 1.817 -1.310  -0.162
67 H -5.344 -1.531 3.946  0.066
68 H 3.674 1.589 -1.058  0.104
69 C -2.642 5.405 -3.039  -0.258
70 H 6.837 -0.162 -0.362  0.136
71 H -5.020 -3.268 9.336  0.084
72 C -3.651 1.495 3.856  -0.067
73 H -4.975 -0.879 -0.466  0.138
74 H 2.849 0.236 -3.615  0.044
75 H -3.298 -1.689 0.801  0.097
76 H -5.977 0.521 -1.140  0.119
77 P 1.818 6.277 0.600  0.302
78 H 6.511 -0.021 -3.995  0.106
79 C -0.408 -0.446 1.194  -0.210
80 H -3.214 -2.051 -7.377  0.101
81 H 6.090 0.122 -1.898  0.066
82 H 6.289 2.467 -1.699  0.142
83 H -0.933 2.207 -2.312  0.048
84 H -4.086 -1.475 10.823  0.120
85 C 0.779 8.634 1.311  -0.263
86 O -2.161 -2.071 7.435  -0.239
87 H 7.354 2.405 -0.343  0.122
88 H -3.484 3.155 1.420  0.108
89 H 2.940 4.886 -1.464  0.111
90 H -1.689 -3.904 -6.781  0.076
91 C 6.859 0.466 -1.267  -0.217
92 H -0.186 9.065 -0.497  0.068
93 H -5.898 0.582 1.139  0.142
94 H 7.720 -1.625 -2.200  0.115
95 O 8.241 0.029 -5.050  -0.182
96 H -6.306 2.898 2.581  0.120
97 H -1.365 -0.209 5.999  0.103
98 C -1.562 0.712 6.598  -0.238
99 S 3.153 -1.355 -5.712  0.790
100 H 2.595 0.508 -7.024  0.050
101 O -4.150 -0.752 6.437  -0.193
102 H -3.562 5.030 -2.589  0.049
103 H -0.674 1.983 -8.713  0.072
104 C -1.297 -4.097 5.220  -0.202
105 C -1.583 2.025 -8.131  -0.066
106 H -4.377 -0.833 -3.096  0.083
107 C -3.576 -1.821 9.924  -0.315
108 C -0.158 1.233 7.042  -0.054
109 C 4.049 -0.973 2.422  -0.062
110 O 4.597 -0.945 -5.559  -0.538
111 H 7.121 -1.603 -4.529  0.120
112 P -1.406 -0.690 -6.157  0.408
113 H 2.259 0.385 0.207  0.123
114 H 0.809 8.858 2.376  0.122
115 H 1.373 4.505 -2.283  0.072
116 H -4.041 0.708 1.173  0.124
117 H 0.618 -0.757 1.442  0.100
118 H 0.708 -4.626 2.375  0.113
119 H 4.958 -1.266 2.972  0.091
120 H -0.804 -3.461 -3.322  0.094
121 H -2.522 -2.096 -8.973  0.113
122 H 3.923 -3.208 -6.793  0.047
123 C -4.970 0.932 0.623  -0.166
124 C -5.028 0.252 -0.707  -0.220
125 H 2.117 -1.887 2.055  0.061
126 H 0.497 0.381 7.156  0.067
127 C -3.983 -3.234 9.708  -0.095
128 O 2.524 2.158 -2.702  -0.174
129 H -2.142 1.979 -5.986  0.082
130 H 1.724 9.021 0.921  0.114
131 H -2.505 -1.840 10.109  0.120
132 P -2.643 -3.219 3.099  0.323
133 O 1.128 5.778 -0.718  -0.199
134 H 4.773 -1.595 -2.195  0.086
135 P -3.093 -0.938 7.599  0.363
136 H 3.112 1.841 -4.540  0.096
137 H 0.783 0.218 3.405  0.093
138 C -0.282 9.340 0.536  -0.077
139 C -4.297 -5.288 2.940  -0.241
140 C 3.208 1.303 -3.589  -0.117
141 C 8.164 -0.784 -2.747  -0.141
142 H 4.319 1.216 -3.408  0.088
143 O 2.169 -5.296 1.051  -0.162
144 O -0.469 4.354 -4.148  -0.542
145 O 8.064 0.449 -1.995  -0.116
146 H 5.110 -3.902 -1.868  0.104
147 H -3.376 2.267 4.601  0.090
148 O 3.753 -4.378 -0.584  -0.153
149 H 8.300 1.101 -6.755  0.106
150 H -1.491 3.459 -1.301  0.056
151 O 3.147 6.830 0.427  -0.212
152 H 2.572 5.815 -3.869  0.093
153 C -0.316 0.276 3.371  -0.104
154 O 0.460 1.007 -0.632  -0.135
155 O -2.669 -1.822 3.517  -0.203
156 O -1.462 -3.986 3.714  -0.197
157 H -0.164 4.661 3.195  0.087
158 O -2.777 -0.613 -5.657  -0.218
159 C 2.441 -0.558 -7.170  -0.221
160 C 0.780 3.962 1.444  -0.258
161 H -0.978 5.193 1.744  0.086
162 C 5.272 2.944 0.877  -0.121
163 H -6.555 -0.945 5.077  0.074
164 H 5.940 3.141 1.749  0.104
165 H -6.047 -6.421 2.842  0.075
166 H -5.253 -6.513 4.447  0.063
167 H -5.205 0.663 -3.310  0.090
168 H -2.462 -1.838 -1.297  0.066
169 O -5.004 1.696 3.363  -0.198
170 O -0.487 -1.684 -5.280  -0.198
171 O 3.559 -3.267 1.722  -0.161
172 C -4.287 0.236 -2.935  -0.089
173 C 0.935 -5.448 1.678  -0.301
174 H -6.420 -2.642 4.655  0.061
175 H -2.042 1.500 6.024  0.086
176 H -0.651 -0.675 3.658  0.047
177 H -0.046 10.447 0.468  0.105
178 O -1.256 -1.341 -7.571  -0.173
179 H -2.509 -4.421 -8.324  0.088
180 H 4.241 2.943 1.262  0.085
181 H 5.476 -3.258 -0.284  0.132
182 H 7.376 -0.400 -6.914  0.084
183 O -3.961 0.620 -1.580  -0.205
184 O -0.542 0.695 -6.322  -0.194
185 H 0.296 1.829 6.267  0.057
186 H 2.923 -2.415 3.491  0.115
187 H -1.138 3.499 2.312  0.057
188 H 2.107 -3.432 -6.601  0.055
189 C 3.044 -3.102 -6.159  -0.242
190 H 0.222 -2.642 -2.101  0.053
191 P 2.717 -3.886 0.555  0.434
192 H -3.497 0.497 -3.596  0.044
193 C 7.583 0.415 -6.200  -0.155
194 H -2.217 2.901 -8.340  0.080
195 H 3.276 -3.701 -5.256  0.054
196 H -1.068 -1.318 1.333  0.116
197 H 3.601 -0.060 2.864  0.095
198 O -0.714 0.596 2.068  -0.164
199 H 3.783 -1.440 -0.703  0.048
200 C -3.120 -2.731 0.535  -0.230
201 H -0.993 -0.833 -3.411  0.107
202 C -2.323 -2.274 -7.934  -0.264
203 H 2.937 7.041 -2.619  0.077
204 H -1.979 5.935 -2.314  0.071
205 H -0.041 -4.868 6.636  0.101
206 O -2.433 -3.515 1.585  -0.169
207 C 1.849 0.671 -0.763  -0.163
208 H -2.749 2.455 -2.059  0.025
209 H -3.307 -3.638 8.956  0.063
210 H 1.767 -6.656 3.158  0.074
211 H -3.888 -3.868 10.607  0.088
212 O 5.548 1.766 0.205  -0.212
213 H -2.863 6.029 -3.891  0.034
214 H -0.740 1.032 4.069  0.086
215 C 4.671 -3.408 -1.043  -0.269
216 C -0.472 -0.003 -0.217  -0.159
217 C -2.428 -2.784 -0.783  -0.063
218 H -0.146 -5.936 5.214  0.069
219 H -6.209 -5.119 4.036  0.069

=====

Record 2
Formula: C5H16N2O3
Source: the OMol25 dataset
Level of theory: ωB97M-V/def2-TZVPD

- Energy above the lowest of the compared OMol25 structures with the same formula, charge and spin: 53.9 kJ/mol
- SMILES: CC(C)NC(=O)CN.O.O
- Total charge: 0

Each line ends with the Löwdin charge.
Element x y z (Å)
1 N 1.140 -0.216 -2.414  0.000
2 H 1.835 1.303 -1.173  0.122
3 H -2.412 -1.699 -2.902  0.036
4 H -2.060 -0.159 1.587  0.074
5 H 2.368 3.404 1.253  0.032
6 H -2.100 -1.700 2.487  0.077
7 H 1.594 -1.252 2.285  0.083
8 H 0.157 -1.368 3.351  0.079
9 C 0.184 0.522 -0.229  -0.480
10 O 2.246 2.506 1.581  -0.079
11 C -1.803 -1.210 1.554  -0.058
12 H 1.349 2.194 1.368  -0.010
13 C 0.874 0.907 -1.523  -0.169
14 H 1.178 0.079 -3.374  0.073
15 H 0.333 1.742 -1.960  0.128
16 H 0.184 -1.407 -0.824  0.110
17 H -2.411 -1.722 0.798  0.076
18 O -0.177 1.342 0.600  0.024
19 C -0.312 -1.423 1.264  -0.388
20 H -0.175 -2.494 1.146  0.132
21 C 0.554 -0.944 2.425  -0.054
22 N 0.052 -0.817 -0.024  0.097
23 H 0.547 0.124 2.618  0.070
24 H 1.898 -0.810 -2.134  0.075
25 H -1.868 -0.313 -2.693  0.007
26 O -2.690 -0.773 -2.891  -0.060